Entry from the Open Molecules 2025 dataset: a structure of composition C38H43FFeN6O4PS (ωB97M-V with the def2-TZVPD basis set).

Values from the calculation:
- <S²> = 6.11
- ΔE to the lowest compared entry with this formula, charge and spin (eV) = 3.7881
- LUMO energy (spin up / spin down) (hartree) = 0.080 / 0.079
- charge = -1
- frontier orbital gap (spin up / spin down) (Ha) = 0.2088 / 0.1752
- multiplicity = 5
- highest occupied orbital energy (spin up / spin down) (eV) = -3.52 / -2.61
- energy (Eh) = -4206.47622

The geometry in XYZ format:
```
95
C38H43FFeN6O4PS | the Open Molecules 2025 dataset | ωB97M-V with the def2-TZVPD basis set
Fe 0.20127 0.07227 0.51310
O -1.46236 -1.43660 -3.25242
C -0.81766 -0.77542 -2.45190
O -1.06017 -0.57010 -1.22116
C 0.48781 -0.13193 -2.98982
P 1.36682 0.73921 -1.64490
C 1.03546 2.52058 -2.03437
C 1.93451 3.33719 -2.72926
C 1.74781 4.70328 -2.84242
C 0.64457 5.30869 -2.25696
C -0.29293 4.52550 -1.61419
C -0.10164 3.15584 -1.53684
C 3.15699 0.58528 -2.01753
C 4.08461 1.53581 -1.57705
C 5.44785 1.33225 -1.72967
C 5.92706 0.15639 -2.29085
C 5.02013 -0.80584 -2.70891
C 3.65673 -0.59053 -2.58046
H 0.22791 0.53141 -3.81543
H 1.09882 -0.93535 -3.39706
H 2.80831 2.88826 -3.18382
H 2.47237 5.29865 -3.38390
H 0.50300 6.37956 -2.31913
H -1.18370 4.96157 -1.17840
H -0.86808 1.34843 -0.96616
H 3.73201 2.44787 -1.11334
H 6.14209 2.10302 -1.41298
H 6.99164 -0.00520 -2.40399
H 5.37348 -1.73275 -3.14286
H 2.97852 -1.36757 -2.90444
C -3.85311 0.10465 0.08437
C -3.75580 -0.89571 1.24227
C -3.27641 -0.18796 2.50886
C -3.02279 -2.15391 0.76715
C -3.84733 -3.09172 0.15117
C -3.35055 -4.24271 -0.42628
C -1.98842 -4.46498 -0.38805
C -1.11816 -3.57123 0.23051
C 0.35847 -3.95345 0.16324
C 1.11014 -4.01011 1.49577
C 1.12446 -3.11347 -0.86010
C -1.63356 -2.39613 0.82151
N -0.76382 -1.52491 1.53456
C -0.70521 -1.80640 2.85453
C -1.45400 -2.80157 3.53370
C -1.34576 -3.00751 4.89987
C -0.48278 -2.25857 5.68842
C 0.30006 -1.29622 5.05460
C 0.18088 -1.10927 3.70239
F 1.00722 -0.20768 3.09568
H -4.39673 1.00256 0.39454
H -4.34838 -0.34359 -0.77964
H -2.85057 0.37203 -0.23871
H -4.77928 -1.23095 1.44887
H -2.31999 0.31009 2.35555
H -3.17651 -0.87785 3.34604
H -4.01221 0.57534 2.78257
H -4.91540 -2.89897 0.11729
H -4.01424 -4.95280 -0.90419
H -1.57977 -5.35809 -0.84873
H 0.35766 -4.97889 -0.22170
H 1.29744 -3.01129 1.88434
H 2.07141 -4.51157 1.34943
H 0.54405 -4.55609 2.25127
H 1.12823 -2.06049 -0.56780
H 0.65458 -3.18181 -1.84415
H 2.16372 -3.44768 -0.92643
H -2.14115 -3.41394 2.96328
H -1.95830 -3.77816 5.35488
H -0.40754 -2.41820 6.75547
H 1.01469 -0.68792 5.59543
N 3.35499 -1.07905 1.08311
N 4.25616 -0.05528 1.42949
C 3.91633 1.23303 1.55998
N 4.98345 2.07977 1.77313
S 2.35758 1.82715 1.49394
H 3.08212 -1.55389 1.94408
H 2.49619 -0.59994 0.79062
H 5.22743 -0.30454 1.32388
H 5.86202 1.82818 1.34421
H 4.73383 3.05170 1.67989
C -4.48299 3.34039 -2.50222
N -3.34910 3.22691 -1.59665
C -3.45598 3.81605 -0.32688
C -2.58776 3.47444 0.69470
C -1.52100 2.62194 0.49220
O -0.78110 1.98015 1.25969
N -1.21114 2.35336 -0.99655
C -2.34303 2.41916 -1.97982
O -2.23077 1.82279 -3.02206
H -4.83764 4.37025 -2.49776
H -5.28702 2.67591 -2.18285
H -4.16531 3.06068 -3.50166
H -4.30421 4.46745 -0.20270
H -2.78152 3.80075 1.70558
```



Entry from the Open Molecules 2025 dataset: a cluster of 8 separate species, C38H44F3N3O20 in total at a distorted geometry (ωB97M-V with the def2-TZVPD basis set).

Values from the calculation:
- SMILES string = O=[N+]([O-])c1ccccc1.O=[N+]([O-])c1ccccc1.O=[N+]([O-])c1ccccc1.CCOC(=O)C(F)(F)F.C[C@H]1COC(=O)O1.C[C@H]1COC(=O)O1.C[C@H]1COC(=O)O1.C[C@H]1COC(=O)O1
- LUMO energy (hartree) = -0.033
- frontier orbital gap (Ha) = 0.3176
- highest occupied orbital energy (eV) = -9.54
- energy (Eh) = -3442.84140

The geometry in XYZ format:
```
108
C38H44F3N3O20 | the Open Molecules 2025 dataset | ωB97M-V with the def2-TZVPD basis set
C 5.87354 -2.47427 -1.33929
C 6.25128 -1.52161 -2.24146
C 5.70725 -0.25602 -2.22406
C 4.84370 0.05187 -1.23014
C 4.43154 -0.81760 -0.23219
C 4.94343 -2.09023 -0.37147
N 4.33358 1.36037 -1.18071
O 4.53110 2.11342 -2.10056
O 3.72813 1.69223 -0.21474
H 6.35891 -3.45509 -1.31560
H 7.06925 -1.64963 -2.96961
H 5.95168 0.46666 -3.00024
H 3.71761 -0.49127 0.48058
H 4.59367 -2.81407 0.35616
C 1.24194 2.23625 -5.80676
C 2.25170 3.09797 -5.43016
C 1.97817 4.23598 -4.67833
C 0.64797 4.44986 -4.42558
C -0.37565 3.68159 -4.90235
C -0.08850 2.54223 -5.59895
N 0.22942 5.58685 -3.60558
O -0.91900 5.72281 -3.31092
O 1.10728 6.39762 -3.30692
H 1.51954 1.35301 -6.38040
H 3.25178 2.89858 -5.80795
H 2.71889 5.05956 -4.52646
H -1.37931 3.81665 -4.58857
H -0.87097 1.84766 -5.88953
C -3.02645 1.08013 4.82196
C -3.65912 -0.14095 4.47118
C -3.15442 -1.32140 4.93849
C -2.02519 -1.26029 5.70437
C -1.43104 -0.10869 6.11562
C -1.89400 1.09590 5.58033
N -1.47098 -2.52083 6.28056
O -1.98715 -3.54598 5.88904
O -0.58581 -2.38798 7.11358
H -3.47258 2.04587 4.44580
H -4.48799 -0.02256 3.78450
H -3.52586 -2.28484 4.63954
H -0.59691 -0.10840 6.85659
H -1.35313 2.03744 5.70556
C -4.09356 -0.38211 0.15744
C -4.01402 -1.52705 -0.86386
O -5.30939 -1.72096 -1.53118
C -6.28460 -2.37148 -0.95869
O -6.27169 -2.89513 0.13711
C -7.50968 -2.40099 -1.84040
F -7.73163 -1.27602 -2.52838
F -7.36425 -3.39508 -2.68497
F -8.57405 -2.63244 -1.06093
H -4.94473 -0.59712 0.84893
H -4.22055 0.48803 -0.41520
H -3.15863 -0.42903 0.70663
H -3.86456 -2.39764 -0.26893
H -3.21528 -1.33142 -1.60372
C 0.57355 2.69408 -1.31842
C -0.59989 3.19350 -0.53684
C -1.69703 2.14236 -0.47883
O -2.08975 2.11092 0.90518
C -1.33084 2.93908 1.60211
O -1.33426 3.03309 2.77205
O -0.29937 3.39922 0.83568
H 1.00298 1.80801 -0.83748
H 1.28511 3.49002 -1.52326
H 0.16678 2.34373 -2.31564
H -0.98579 4.15111 -0.98983
H -1.25040 1.18338 -0.68858
H -2.57082 2.45606 -1.05214
C 2.43578 -1.23993 -3.57161
C 1.01772 -1.56606 -3.96354
C 0.30580 -2.57513 -2.97548
O -0.97871 -2.00458 -2.82420
C -1.02734 -0.74820 -3.34956
O -1.93927 0.00291 -3.21864
O 0.18064 -0.42693 -3.85562
H 2.47137 -1.19416 -2.51275
H 2.74317 -0.24748 -4.00369
H 3.04790 -2.02278 -3.99914
H 1.03301 -1.92624 -5.02763
H 0.85180 -2.49669 -2.02794
H 0.29461 -3.58435 -3.46913
C -1.17440 -4.62174 1.76825
C -0.38106 -3.39504 2.12873
C 1.09726 -3.51683 1.62565
O 1.26538 -2.50049 0.65071
C 0.15801 -1.75433 0.66617
O 0.11058 -0.73415 -0.00955
O -0.82343 -2.21418 1.38053
H -0.65690 -5.39003 2.33380
H -0.93313 -4.86689 0.73872
H -2.24624 -4.60835 2.09870
H -0.32009 -3.10866 3.17165
H 1.11206 -4.42049 0.96232
H 1.90872 -3.47135 2.37515
C 2.70471 2.65061 4.34654
C 1.48141 1.79279 3.91322
C 1.84105 0.91028 2.71917
O 2.06478 -0.41677 3.21795
C 1.45933 -0.45975 4.40692
O 1.23987 -1.55756 4.89712
O 1.27810 0.76099 4.93328
H 2.78225 3.51819 3.67221
H 3.69518 2.19410 4.47582
H 2.34179 3.04462 5.26378
H 0.56399 2.32850 3.89006
H 2.73374 1.25196 2.20120
H 0.96966 0.93929 1.99769
```



Entry from the Open Molecules 2025 dataset: a cluster of 9 separate species, C38H44O18 in total at a distorted geometry (ωB97M-V with the def2-TZVPD basis set).

Values from the calculation:
- SMILES string = O=C1C=CC(=O)C=C1.O=C1C=CC(=O)C=C1.O=C1C=CC(=O)C=C1.O=C1C=CC(=O)C=C1.O=C1C=CC(=O)C=C1.OCCO.OCCO.OCCO.OCCO
- ΔE to the lowest compared entry with this formula, charge and spin (eV) = 0.2758
- LUMO energy (hartree) = -0.074
- frontier orbital gap (Ha) = 0.2935
- highest occupied orbital energy (eV) = -9.99
- energy (Eh) = -2828.40709

The geometry in XYZ format:
```
100
C38H44O18 | the Open Molecules 2025 dataset | ωB97M-V with the def2-TZVPD basis set
C 9.76294 6.52655 15.69108
C 8.75528 7.27453 14.84236
O 7.65656 6.43127 14.53398
O 9.00716 6.29486 16.94323
H 10.71312 7.09014 15.81315
H 10.00826 5.52433 15.22056
H 9.17347 7.55826 13.89477
H 8.46679 8.20941 15.35979
H 7.30750 6.14354 15.36766
H 9.23211 5.35799 17.12498
C 10.32869 11.67655 18.30942
C 9.00699 12.22928 18.77272
O 8.21620 11.28296 19.45869
O 11.28285 11.49929 19.36267
H 10.79500 12.40069 17.60942
H 10.11864 10.83718 17.64782
H 8.49327 12.60316 17.83114
H 9.21429 13.09418 19.40792
H 8.32380 10.43704 19.00893
H 11.24602 10.75633 19.96678
C 16.30033 11.13201 14.64595
C 16.64070 11.66085 15.98062
O 16.23950 10.77339 17.08291
O 16.91182 9.88845 14.37275
H 16.59957 11.82966 13.82428
H 15.23201 11.00063 14.63777
H 16.29412 12.62673 16.30651
H 17.71850 11.67326 16.06980
H 15.35580 10.49324 16.87627
H 16.79025 9.39861 15.22447
C 9.71473 7.08317 20.23291
C 9.94795 8.34751 19.38334
O 8.74114 8.64625 18.64620
O 11.03805 6.52639 20.37128
H 9.20995 6.30244 19.68316
H 9.11872 7.27678 21.14374
H 10.73457 8.16152 18.64751
H 10.18864 9.26188 19.96584
H 8.58608 7.87568 18.04634
H 11.15285 6.42639 21.31720
C 9.62707 13.73587 11.77063
C 10.69612 13.38465 11.03890
C 10.54141 12.21894 10.13918
O 11.49635 11.87241 9.42136
C 9.18901 11.63121 9.90110
C 8.13221 12.04230 10.57519
C 8.34855 13.00751 11.71292
O 7.45316 13.18860 12.45405
H 9.58891 14.55659 12.49215
H 11.67037 13.76073 11.19234
H 9.16257 10.92421 9.07517
H 7.13703 11.63394 10.51857
C 9.30495 5.80434 10.77799
C 8.84568 6.60664 9.79578
C 9.80737 7.56801 9.05881
O 9.60364 8.12270 8.04253
C 11.09033 7.84368 9.82264
C 11.48156 7.10307 10.88390
C 10.58504 6.05230 11.43304
O 10.82907 5.64690 12.57801
H 8.67550 4.97100 11.13223
H 7.82259 6.46901 9.49484
H 11.62880 8.61276 9.22531
H 12.38947 7.26365 11.40318
C 11.86124 9.81145 15.73000
C 10.79964 10.25678 15.08694
C 10.92175 10.49130 13.64664
O 9.95707 10.95502 13.02258
C 12.16449 10.22501 12.86710
C 13.27636 9.85671 13.56676
C 13.11198 9.63265 15.00405
O 14.07601 9.35344 15.70194
H 11.83227 9.65396 16.78224
H 9.81670 10.34053 15.52041
H 12.22898 10.36525 11.83217
H 14.24890 9.66930 13.14392
C 15.57326 12.15187 8.85980
C 14.67038 11.20390 9.28459
C 15.00131 10.24104 10.40826
O 14.29755 9.28026 10.64604
C 16.25300 10.48175 11.18114
C 17.20244 11.38104 10.78434
C 16.93828 12.29038 9.53196
O 17.69072 13.15226 9.19029
H 15.43692 12.66491 7.91846
H 13.65612 11.14385 8.87528
H 16.39894 9.78051 12.04297
H 18.13415 11.46997 11.33620
C 14.31131 12.98858 20.78360
C 13.86026 13.08602 19.55781
C 13.90585 11.96654 18.55014
O 13.80250 12.13627 17.34855
C 14.00734 10.59323 19.20819
C 14.40156 10.45161 20.43658
C 14.67865 11.60470 21.28773
O 15.05265 11.46288 22.44736
H 14.43786 13.71656 21.55238
H 13.49418 14.04560 19.08074
H 13.81307 9.74256 18.56450
H 14.41933 9.46058 20.87133
```



- Among the records above, which one has the highest energy?
  C38H44O18



- Which value of energy does entry 1 give?
  -4206.47622 Eh



- Number 3 is which compound?
  C38H44O18



- Which of these has the lowest energy?
  C38H43FFeN6O4PS